Computed, not measured: 12 unconnected molecules or ions with the total composition C15H54O12 in a non-equilibrium geometry, with the ωB97M-V functional and the def2-TZVPD basis.

DFT total energy, hartree: -1506.70032
M, g/mol: 426.6
Highest occupied orbital energy, eV: -9.5
SMILES: CC(C)O.CC(C)O.CC(C)O.CC(C)O.CO.CO.CO.O.O.O.O.O
Multiplicity: 1
Energy relative to the best compared isomer or geometry (same formula, charge and spin), kcal/mol: 45.1

Atoms and positions in Å:
H 0.828 3.369 3.977
O -0.943 1.884 0.385
H -0.460 0.935 -5.217
H -1.428 0.242 -4.226
C 1.957 -2.758 3.609
H 5.410 2.274 2.390
H -1.099 -5.150 -1.522
H 0.162 -0.633 -1.945
H -2.822 -1.552 0.079
H 1.511 0.180 -2.741
H 3.948 5.287 1.145
O -0.844 1.015 -4.347
H 1.775 -1.138 2.561
H 0.463 -2.929 0.128
C 0.960 0.139 -1.793
O -2.772 -0.789 -4.208
C 3.079 0.829 -0.522
C -1.944 -1.383 2.243
H 0.781 -4.539 1.717
H -2.301 -2.296 2.710
H -5.754 -1.893 -3.203
C -1.944 -0.342 3.332
H 4.479 3.086 1.498
H -1.261 3.884 -2.608
H 1.086 0.790 1.002
H -1.513 0.582 2.928
C -4.072 -0.595 -3.705
C -3.954 -0.065 -2.271
H 2.211 -1.137 -0.673
H -0.434 2.463 3.035
H -2.269 -0.039 0.615
H 2.815 1.878 -0.445
O 1.446 4.724 1.088
C 1.892 -0.069 -0.586
H -0.261 -1.032 1.293
O 1.605 -4.393 -0.837
H -2.837 -1.626 -4.633
O 4.601 2.234 1.882
H 0.474 1.608 4.317
O 4.742 5.018 0.636
H -4.901 0.302 -1.952
H -0.400 -3.529 -2.097
C -4.738 -1.950 -3.626
H -3.501 -0.884 -1.672
C -2.760 -0.948 0.996
H -3.201 0.692 -2.196
H 3.657 0.605 0.385
H -1.273 2.445 -3.214
H 3.673 6.112 -0.845
H 2.391 -2.921 4.599
C -0.004 -4.781 1.003
H 5.175 5.280 -1.358
C -0.776 -4.101 -1.282
H -4.814 -2.503 -4.534
H 2.318 -4.372 -0.170
H -3.711 -0.665 1.362
H -0.671 1.037 -0.006
H -2.975 -0.153 3.717
C 4.298 5.206 -0.750
H 3.723 4.349 -1.092
H 2.242 2.020 2.588
H -4.675 0.029 -4.410
H 0.847 5.374 1.484
H -1.299 -0.512 4.157
O 2.193 -1.308 3.396
H -0.084 -5.864 0.876
H -1.161 2.436 -0.402
C 0.507 2.420 3.554
H 3.576 0.691 -1.482
H -4.152 -2.540 -2.942
O -0.603 -1.736 1.902
H 1.088 3.867 1.298
C 0.378 -3.983 -0.202
H -0.884 -4.346 1.469
H -1.696 -3.612 -0.932
H 0.452 1.139 -1.749
O -1.484 2.926 -2.401
O 1.091 -0.060 0.598
O 1.294 2.121 2.360
H 0.920 -3.008 3.579
H 2.630 -3.336 2.903

Computed, not measured: 13 unconnected molecules or ions with the total composition C15H56N14O13 in a non-equilibrium geometry, with the ωB97M-V functional and the def2-TZVPD basis.

DFT total energy, hartree: -2349.65248
M, g/mol: 640.7
Highest occupied orbital energy, eV: -6.9
Multiplicity: 1
Energy relative to the best compared isomer or geometry (same formula, charge and spin), kcal/mol: 84.7

Atoms and positions in Å:
H 3.143 -1.492 4.454
H 1.140 -1.861 3.494
N 3.867 3.067 0.114
H 0.555 3.297 1.675
N -0.136 1.310 -3.320
H -0.563 -1.328 3.510
H 4.926 -1.737 1.761
H -2.578 1.618 -1.905
H 1.596 0.839 2.001
C -0.355 -3.285 3.585
H -0.768 -1.101 -4.017
N -2.997 -2.167 -0.797
H 5.325 -1.549 0.134
O 1.615 -0.146 -2.604
H 0.228 -5.134 3.311
H 1.799 2.088 3.310
C 2.883 0.261 3.655
H -0.743 1.648 -4.090
H -4.002 2.248 -1.452
O -0.270 3.267 2.150
C -3.623 1.388 -2.010
H -3.616 0.545 -3.807
N -2.831 -2.428 1.312
H -0.605 5.439 1.727
H 1.622 -4.058 3.379
C -2.827 1.088 1.863
H -1.125 -2.775 0.601
H -0.411 1.132 0.571
H 3.532 3.734 0.819
H 2.251 -3.730 -1.264
H -0.294 -0.528 0.919
H 2.295 -1.290 0.991
H 0.770 0.697 3.652
C -0.262 0.191 0.094
O 1.549 2.805 -0.015
H 4.852 2.666 0.219
C -1.305 4.014 -1.687
H -2.962 0.665 0.872
H -2.409 -1.253 -0.831
H -2.546 4.243 -0.152
H -1.110 3.498 0.366
H 0.803 0.253 -0.281
H 0.156 3.848 -2.880
N 1.706 -3.705 -0.438
H -3.724 0.985 2.373
H -3.826 0.402 -1.532
H 0.403 4.918 3.101
H -0.928 0.259 -1.661
C -3.351 -2.904 0.254
H 3.523 0.065 0.926
H -4.124 -1.222 -5.158
H -2.614 -3.016 2.139
O -3.919 1.332 -3.396
N -1.561 -1.701 -3.577
H -2.781 -0.206 -5.342
O -1.677 -3.497 3.793
H -2.780 2.222 1.864
O 4.149 -3.101 0.611
O -2.192 4.641 -2.567
O -3.532 -2.816 -3.326
O -1.815 0.502 2.652
O -4.053 -4.111 0.277
O 2.644 -1.122 3.697
N -3.226 -0.977 -4.763
C 2.851 2.462 -0.358
C 3.275 -0.934 0.574
H 4.033 1.386 -1.547
H 1.173 -1.035 -4.744
H -1.306 4.796 3.250
N -0.134 -3.209 0.631
N -0.111 3.621 -1.932
H -0.110 2.033 -2.521
N 0.117 -2.098 3.400
N 0.589 -4.165 3.508
H 3.112 0.483 4.702
C 0.507 -3.216 -0.509
H 2.356 -3.541 0.333
C 0.713 0.328 -3.530
C 1.670 1.053 3.091
C -0.470 4.666 2.562
H 3.792 0.385 3.106
O -0.089 -3.009 -1.733
C -2.775 -1.800 -3.902
H -2.482 -1.422 1.358
N 0.412 -0.290 -4.579
H 0.546 3.424 -1.162
N -1.650 3.806 -0.437
H 0.342 -3.269 1.584
H 2.396 0.980 -1.733
N 3.108 1.618 -1.264
H -1.147 -2.269 -2.808
H 0.091 0.250 -5.425
H 4.622 -3.564 -0.189
H 3.118 -0.961 -0.520
H -3.238 -2.466 -1.776
O -1.193 -0.237 -0.883
H -1.463 1.111 3.334
C 4.500 -1.809 0.783

Computed, not measured: 13 unconnected molecules or ions with the total composition C15H56N8O13 in a non-equilibrium geometry, with the ωB97M-V functional and the def2-TZVPD basis.

DFT total energy, hartree: -2021.05769
M, g/mol: 556.7
Highest occupied orbital energy, eV: -9.2
Multiplicity: 1
Energy relative to the best compared isomer or geometry (same formula, charge and spin), kcal/mol: 186.9

Atoms and positions in Å:
H -1.284 4.015 -2.303
H -3.916 4.164 0.369
O -2.962 1.455 -1.208
H -2.889 -2.285 -1.528
N -3.719 3.539 -0.417
O -4.476 -0.128 1.561
H 1.738 -2.121 -2.719
H -1.883 -1.544 4.197
O -1.925 -3.748 -0.363
C -1.336 -0.335 -3.816
H 5.675 -0.803 0.861
O -0.291 3.813 0.840
C 1.865 -0.554 -4.934
C 1.860 3.212 1.600
C 0.667 2.847 0.780
H -1.060 -1.101 -4.522
H -0.788 -0.562 -2.928
H 1.388 -4.100 0.575
H -2.720 2.767 1.806
N 5.008 -0.145 0.594
H -2.225 -3.724 3.452
H 1.425 0.228 -0.352
C -0.285 -0.507 0.460
C 1.877 0.476 -3.865
H -1.293 2.985 -3.851
H -0.541 0.961 3.265
H 2.317 4.083 1.235
H 4.134 -2.443 -0.253
H -2.702 0.198 2.808
H -1.412 1.913 -2.078
H 0.770 1.645 4.171
C 1.395 -3.389 -1.272
H -1.330 0.840 5.298
H 1.589 1.393 -4.312
C -1.756 -2.988 2.831
H 0.345 1.979 1.261
H -3.034 -3.948 -2.086
O -1.133 -1.967 3.729
H 0.805 2.604 -0.243
O 3.056 0.706 -0.229
H 2.319 -2.401 -4.984
N 3.725 -1.481 -0.569
H -0.556 2.684 3.420
H 0.249 3.849 -3.219
H -3.933 -0.529 0.860
H 2.626 -0.462 -5.698
C -0.312 1.747 3.958
H -0.065 -1.503 2.266
H 2.592 2.421 1.650
H 0.893 -0.445 -5.382
H 1.339 -0.667 1.745
C 3.025 -1.121 3.340
O -2.670 -0.310 -3.338
H 2.883 0.531 -3.496
H -4.106 3.748 -1.423
C -2.330 -3.222 -1.601
C -0.740 3.393 -2.961
H -1.176 3.437 0.881
C -3.089 2.433 -0.223
H -4.103 1.267 2.837
H 2.767 -1.538 -0.979
H -4.179 -0.304 3.540
O -1.159 1.728 5.100
H 1.637 3.260 2.686
H 0.690 -2.490 0.484
O -1.682 -0.475 0.419
N 0.411 -1.006 1.489
H 3.439 0.840 2.920
N -2.695 2.157 0.959
H 2.178 -1.648 3.640
H 4.885 0.678 1.292
N 0.421 0.079 -0.488
H -0.979 0.531 -4.252
O 1.993 -4.528 -1.872
H 1.251 0.389 -2.994
H -0.107 0.557 -1.185
C 3.927 -0.354 -0.064
H -1.022 -3.351 2.095
H -0.993 -3.830 -0.331
H -2.506 -2.389 2.342
H 3.860 -1.161 4.038
H -1.365 -3.095 -2.249
O 2.085 -1.784 -4.287
O -0.526 2.193 -2.317
O 2.657 0.226 2.884
H 3.318 -1.762 2.475
H 0.788 -1.469 -1.353
H -2.657 -0.140 -2.416
N 0.954 -3.318 -0.038
H -2.417 1.172 1.096
C -3.799 0.249 2.696
N 1.260 -2.218 -1.791